1.
{
  "formula": "C41H80FN3O14P",
  "method": "ωB97M-V/def2-TZVPD",
  "s2": 0.754,
  "largest_force_ev_per_a": 3.30,
  "lumo_energy_ev": [0.4385, 0.4374],
  "gap_ha": [0.309, 0.320],
  "homo_ev": [-8.0, -8.3],
  "spin_multiplicity": 2,
  "elements": ["C", "C", "C", "C", "C", "C", "O", "N", "C", "O", "F", "P", "N", "O", "C", "C", "C", "C", "N", "O", "H", "H", "H", "H", "H", "H", "H", "H", "H", "H", "H", "H", "H", "H", "H", "H", "H", "H", "H", "H", "C", "C", "O", "C", "H", "H", "H", "H", "H", "H", "C", "C", "O", "C", "H", "H", "H", "H", "H", "H", "C", "C", "O", "C", "H", "H", "H", "H", "H", "H", "C", "C", "O", "C", "H", "H", "H", "H", "H", "H", "C", "C", "O", "C", "H", "H", "H", "H", "H", "H", "C", "C", "O", "C", "H", "H", "H", "H", "H", "H", "C", "C", "O", "C", "H", "H", "H", "H", "H", "H", "C", "C", "O", "C", "H", "H", "H", "H", "H", "H", "C", "C", "O", "C", "H", "H", "H", "H", "H", "H", "C", "C", "O", "C", "H", "H", "H", "H", "H", "H"],
  "positions_angstrom": [[0.30418, -2.73230, 3.37275], [-0.14332, -1.79646, 4.48158], [0.05375, -2.59055, 5.78016], [-1.62044, -1.44509, 4.40549], [-1.97519, -0.50470, 3.26156], [-2.06916, -1.31198, 1.99188], [-2.69901, -2.35509, 1.96910], [-1.34549, -0.90815, 0.81667], [-1.77342, 0.21201, 0.11643], [-1.10374, 0.85383, -0.68566], [-3.04435, 0.54564, 0.37899], [-3.67576, 0.21107, 3.73304], [-3.76982, 1.59179, 2.72859], [-4.77356, -0.69644, 2.94984], [-1.03048, 0.70664, 3.25839], [0.46312, 0.44067, 3.51046], [1.27117, 0.11593, 2.23769], [1.05726, 1.76632, 4.01080], [0.68828, -0.57428, 4.57100], [0.77165, -0.10488, 5.75478], [0.24018, -2.28573, 2.38981], [-0.28173, -3.63689, 3.39244], [1.34530, -2.98105, 3.53000], [1.10387, -2.63014, 6.02616], [-0.47278, -2.14775, 6.61029], [-0.28935, -3.60501, 5.63038], [-2.22038, -2.34266, 4.39808], [-1.85039, -0.91961, 5.32695], [-1.19389, -1.69760, 0.20614], [-4.72275, 1.79037, 2.46805], [-3.35786, 2.37161, 3.21207], [-5.13109, -1.35491, 3.53956], [-1.37175, 1.37185, 4.04784], [-1.11700, 1.26575, 2.33946], [0.70184, 0.32078, 1.35072], [2.12293, 0.76665, 2.18985], [1.66533, -0.88717, 2.23541], [1.07414, 2.42682, 3.15145], [2.05616, 1.60911, 4.37252], [0.43285, 2.22212, 4.76252], [-5.07529, 0.17257, -1.81190], [-5.60002, 0.13957, -3.22621], [-5.95790, -0.89160, -3.74701], [-5.65949, 1.45254, -3.96516], [-5.08644, -0.83267, -1.39627], [-4.05655, 0.55287, -1.80666], [-5.70128, 0.82007, -1.19648], [-4.65905, 1.88218, -4.04242], [-6.30784, 2.15386, -3.43997], [-6.05635, 1.29002, -4.96386], [3.80594, -0.64697, 6.52420], [4.37613, -2.03839, 6.47340], [3.70420, -3.01286, 6.72622], [5.83029, -2.17106, 6.08640], [2.75957, -0.68976, 6.81018], [4.35202, -0.04312, 7.25163], [3.88241, -0.17454, 5.54328], [6.45603, -1.63216, 6.79905], [5.98900, -1.75683, 5.08982], [6.11436, -3.22131, 6.08581], [3.67170, 2.32312, -1.35019], [4.16803, 1.07748, -0.65433], [3.57210, 0.60832, 0.28770], [5.43168, 0.45712, -1.19158], [2.75827, 2.66801, -0.87076], [4.42683, 3.10881, -1.29327], [3.46419, 2.10686, -2.39882], [6.25445, 1.16633, -1.12825], [5.29674, 0.16898, -2.23357], [5.67881, -0.42609, -0.60833], [-7.28399, 5.94936, -6.88780], [-6.58333, 4.73246, -6.33251], [-7.03394, 4.11465, -5.39940], [-5.29312, 4.32355, -7.00178], [-8.19344, 6.13358, -6.32173], [-6.63331, 6.82193, -6.81344], [-7.54173, 5.78662, -7.93519], [-4.56308, 5.13143, -6.93187], [-5.47309, 4.09678, -8.05343], [-4.89432, 3.43914, -6.51145], [10.50823, 0.02329, -2.10643], [9.24765, 0.69331, -2.59999], [8.16818, 0.16239, -2.48911], [9.39841, 2.05341, -3.23543], [10.26115, -0.94290, -1.67363], [11.20196, -0.12349, -2.93540], [10.98824, 0.64275, -1.34742], [10.04712, 1.98653, -4.11022], [9.83338, 2.75438, -2.52143], [8.42656, 2.42570, -3.54495], [9.57095, 6.14986, -5.86483], [8.89871, 5.99137, -4.52263], [8.31715, 4.97677, -4.22320], [8.98762, 7.16134, -3.57270], [9.43327, 5.24342, -6.44876], [9.13497, 6.99173, -6.40428], [10.63843, 6.32980, -5.72962], [8.52857, 8.04310, -4.02167], [10.03202, 7.38129, -3.34686], [8.46652, 6.91960, -2.64986], [-8.61122, -1.78986, -5.13342], [-9.08315, -1.69976, -6.56383], [-8.36339, -1.29235, -7.44658], [-10.49801, -2.14536, -6.84346], [-7.58341, -1.44589, -5.06021], [-9.24248, -1.16636, -4.49697], [-8.66769, -2.82453, -4.79041], [-11.20131, -1.53879, -6.27082], [-10.61949, -3.19341, -6.56737], [-10.71043, -2.02960, -7.90458], [4.44619, 4.77278, 3.94492], [4.38155, 3.72576, 5.03038], [3.95820, 2.61771, 4.81049], [4.86788, 4.12932, 6.40137], [4.06760, 4.35394, 3.01559], [3.83930, 5.63611, 4.22176], [5.47783, 5.09604, 3.79801], [4.27808, 4.96702, 6.77614], [5.91658, 4.42639, 6.35360], [4.76566, 3.28917, 7.08365], [-13.54977, -6.47414, -5.66657], [-12.08245, -6.21054, -5.90291], [-11.58989, -5.13265, -5.67370], [-11.25997, -7.35693, -6.43893], [-14.02275, -5.57373, -5.28313], [-14.03290, -6.76157, -6.60145], [-13.67271, -7.27943, -4.94104], [-11.65267, -7.67932, -7.40429], [-11.29225, -8.19706, -5.74384], [-10.22870, -7.03663, -6.56292], [4.64959, -6.94038, 4.68895], [4.04046, -7.28092, 6.02962], [3.50006, -8.34404, 6.22196], [4.14015, -6.22672, 7.10122], [4.51216, -7.77428, 4.00479], [4.16692, -6.05355, 4.27531], [5.71670, -6.74330, 4.80277], [3.63703, -5.31504, 6.77752], [5.18754, -6.00163, 7.30923], [3.66761, -6.59143, 8.01036]],
  "lowdin_spin": [0.003, 0.027, -0.001, 0.017, 0.001, 0.000, 0.000, 0.000, 0.000, 0.000, 0.000, 0.001, 0.001, 0.000, 0.017, 0.026, 0.006, -0.002, 0.374, 0.519, 0.000, 0.000, 0.001, 0.000, 0.000, 0.000, 0.002, 0.002, 0.000, 0.000, 0.000, 0.000, 0.001, 0.001, 0.000, 0.000, 0.001, 0.000, 0.000, 0.000, 0.000, 0.000, 0.000, 0.000, 0.000, 0.000, 0.000, 0.000, 0.000, 0.000, 0.002, 0.000, 0.000, 0.000, 0.000, 0.000, 0.000, 0.000, 0.000, 0.000, 0.000, 0.000, 0.000, 0.000, 0.000, 0.000, 0.000, 0.000, 0.000, 0.000, 0.000, 0.000, 0.000, 0.000, 0.000, 0.000, 0.000, 0.000, 0.000, 0.000, 0.000, 0.000, 0.000, 0.000, 0.000, 0.000, 0.000, 0.000, 0.000, 0.000, 0.000, 0.000, 0.000, 0.000, 0.000, 0.000, 0.000, 0.000, 0.000, 0.000, 0.000, 0.000, 0.000, 0.000, 0.000, 0.000, 0.000, 0.000, 0.000, 0.000, 0.000, 0.000, 0.000, 0.000, 0.000, 0.000, 0.000, 0.000, 0.000, 0.000, 0.000, 0.000, 0.000, 0.000, 0.000, 0.000, 0.000, 0.000, 0.000, 0.000, 0.000, 0.000, 0.000, 0.000, 0.000, 0.000, 0.000, 0.000, 0.000, 0.000]
}

=====

2.
{
  "formula": "C12H35BrNaO15P2S2",
  "method": "ωB97M-V/def2-TZVPD",
  "largest_force_ev_per_a": 3.08,
  "de_lowest_kj_mol": 115.2,
  "lumo_energy_ev": 2.0273,
  "gap_ha": 0.178,
  "charge": -1,
  "homo_ev": -2.8,
  "elements": ["Na", "Br", "O", "H", "O", "S", "O", "O", "C", "C", "C", "H", "H", "H", "H", "H", "H", "H", "H", "O", "S", "O", "O", "C", "C", "C", "H", "H", "H", "H", "H", "H", "H", "H", "C", "O", "P", "O", "O", "C", "O", "C", "H", "H", "H", "H", "H", "H", "H", "H", "H", "C", "O", "P", "O", "O", "C", "O", "C", "H", "H", "H", "H", "H", "H", "H", "H", "H"],
  "positions_angstrom": [[0.82503, 0.56938, -0.86945], [1.84315, -1.01370, -3.19120], [1.12024, 2.20175, -2.89731], [1.24613, 3.12422, -2.61486], [-3.08907, 1.21368, 1.56110], [-2.41352, 1.99452, 0.50147], [-0.99541, 1.71759, 0.24409], [-3.21821, 1.88488, -0.93935], [-2.45389, 2.16606, -2.13367], [-3.41572, 2.57141, -3.24036], [-2.61777, 3.81705, 0.77566], [-1.82604, 1.31161, -2.38553], [-1.75581, 2.97388, -1.91152], [-4.21984, 1.83639, -3.16189], [-3.03419, 2.49666, -4.25711], [-3.82873, 3.55858, -3.03444], [-3.57716, 4.05388, 0.31647], [-1.75397, 4.28893, 0.31259], [-2.79651, 4.02264, 1.83012], [-1.34288, -0.98712, -0.83902], [-1.83852, -2.20177, -1.48700], [-1.16565, -3.48470, -1.32313], [-3.44562, -2.43043, -1.09800], [-4.23633, -1.30442, -0.81367], [-5.65159, -1.81510, -0.76344], [-2.15338, -1.78525, -3.28023], [-4.20407, -0.52933, -1.58130], [-3.94221, -0.86782, 0.14115], [-6.28913, -1.04698, -0.32485], [-5.69445, -2.66574, -0.08173], [-6.00939, -2.15865, -1.73347], [-2.83199, -2.56407, -3.62612], [-1.22707, -1.78000, -3.85462], [-2.62344, -0.80703, -3.37000], [1.87204, -3.58915, 0.09686], [2.10289, -3.09802, 1.38917], [1.19818, -1.96844, 1.99323], [1.07439, -0.67815, 1.27146], [1.62470, -1.81279, 3.53750], [1.61737, -2.96331, 4.38096], [-0.26316, -2.71601, 2.12741], [-1.33290, -2.04418, 2.69490], [1.52164, -4.62020, 0.11566], [2.81148, -3.52347, -0.45318], [1.22333, -2.96281, -0.51658], [0.81534, -2.75214, 5.08789], [2.52781, -3.23745, 4.91556], [1.43196, -3.91381, 3.87833], [-2.07951, -2.00698, 1.90038], [-1.10222, -0.99375, 2.88372], [-1.67690, -2.49034, 3.62825], [4.22865, 3.97944, 1.90813], [4.71804, 3.14274, 0.84568], [4.02797, 1.70334, 0.56656], [2.60533, 1.81620, 0.17608], [4.96518, 1.01650, -0.53870], [4.80403, 1.22902, -1.94502], [4.31402, 0.90572, 1.98188], [4.62470, -0.50614, 1.91118], [4.96007, 4.76925, 2.07319], [4.02448, 3.39471, 2.80493], [3.29672, 4.48350, 1.64862], [5.69530, 1.63639, -2.42638], [3.94333, 1.83602, -2.22484], [4.81189, 0.20557, -2.31930], [4.34462, -0.90410, 0.93696], [4.18824, -1.07748, 2.72993], [5.69800, -0.62067, 2.07020]],
  "nbo_charge": [0.905, -0.955, -1.356, 0.385, -0.913, 2.303, -0.914, -0.732, -0.085, -0.627, -0.848, 0.230, 0.208, 0.198, 0.239, 0.200, 0.240, 0.263, 0.245, -0.930, 2.313, -0.888, -0.718, -0.079, -0.618, -0.843, 0.178, 0.204, 0.212, 0.210, 0.206, 0.224, 0.297, 0.232, -0.271, -0.821, 2.579, -1.087, -0.807, -0.259, -0.821, -0.254, 0.181, 0.202, 0.240, 0.184, 0.186, 0.196, 0.195, 0.196, 0.166, -0.249, -0.812, 2.563, -1.098, -0.828, -0.260, -0.814, -0.248, 0.183, 0.188, 0.188, 0.161, 0.254, 0.211, 0.209, 0.187, 0.171]
}

=====

no.,calculated total energy (hartree)
1,-3269.02994
2,-5822.44101